Molecular formula: C49H74F9NO16PS2
Method: DFT, wB97M-V/def2-TZVPD

XYZ file:
```
152
Properties=species:S:1:pos:R:3:forces:R:3
C 3.91179 -1.82219 3.10876 0.4 -0.4 -0.2
C 4.62037 -2.74214 2.08966 -0.7 0.0 0.2
C 4.48411 -2.28136 0.64508 0.2 0.4 0.0
C 4.76827 -0.78087 0.41775 0.0 -0.4 -0.2
C 3.54486 -0.03500 -0.12064 0.7 0.0 0.2
C 3.74155 1.49417 -0.07827 -0.1 -0.3 -0.1
C 2.55258 2.25740 0.42086 -0.5 0.5 0.0
C 2.15129 3.44284 -0.19341 0.3 -0.5 0.2
N 1.11781 4.14265 0.27742 0.3 -0.3 -0.2
C 0.38724 3.77124 1.34580 0.0 0.2 0.7
P -0.92083 4.97073 1.79299 -0.9 0.3 -0.9
S -2.49999 4.79171 0.68606 0.1 -0.1 0.2
C 0.69680 2.58954 2.00625 0.4 -0.2 -0.3
C -0.01364 2.04775 3.22204 -0.1 0.1 0.0
C -1.53815 1.91256 3.15836 0.0 0.2 -0.1
C -2.04968 1.26241 1.87714 -0.3 -0.5 0.4
C -1.74008 -0.24150 1.79773 0.4 0.2 -0.5
C -2.77115 -1.16883 2.40896 0.0 1.0 0.2
F -3.36458 -0.53708 3.46261 -0.1 0.0 0.1
F -2.19001 -2.26927 2.91751 0.0 -0.3 0.0
C -3.94865 -1.57185 1.48261 -0.2 -0.7 0.5
F -4.96104 -1.97546 2.25145 0.0 -0.2 0.1
F -4.38358 -0.53021 0.78164 0.3 0.2 -0.1
S -3.56903 -3.02561 0.30107 -1.3 -0.1 -1.4
F -2.01246 -2.74491 0.30652 0.3 0.1 0.3
F -3.45675 -4.05286 1.48100 0.3 0.1 0.3
F -5.12282 -3.33663 0.19409 0.0 0.0 0.2
F -3.73642 -2.05592 -0.95011 0.4 0.2 -0.1
F -3.29831 -4.19120 -0.72382 0.1 -0.2 0.2
C 1.79316 1.86071 1.51967 0.0 0.2 -0.2
H 3.42801 -2.42583 3.87130 -0.1 0.0 0.1
H 4.64051 -1.18955 3.61020 -0.1 0.3 0.1
H 3.16156 -1.19922 2.62371 -0.2 0.1 0.0
H 5.66393 -2.85926 2.36502 0.2 0.1 -0.1
H 4.16094 -3.72621 2.16878 0.1 -0.1 0.0
H 5.16776 -2.86731 0.03831 0.0 -0.1 -0.1
H 3.47296 -2.48314 0.28476 -0.1 -0.2 0.1
H 5.58505 -0.69078 -0.29302 0.1 0.2 0.0
H 5.12532 -0.30667 1.33185 0.0 0.0 0.2
H 3.40356 -0.36057 -1.14801 -0.4 0.0 -0.1
H 2.68404 -0.34790 0.46745 -0.2 0.1 -0.1
H 4.59177 1.71037 0.56916 0.0 0.1 0.2
H 4.01487 1.86996 -1.06154 0.0 0.1 -0.1
H 2.68852 3.85439 -1.03318 -0.1 0.2 -0.1
H 0.91968 5.01753 -0.20445 0.0 0.2 0.2
H -1.08404 4.90475 3.18211 0.3 -0.1 0.1
H -0.26922 6.19427 1.56167 0.3 -0.1 0.3
H 0.29331 2.63583 4.08747 -0.1 0.1 0.1
H 0.38476 1.05016 3.38866 0.2 -0.1 0.1
H -1.82836 1.31469 4.01835 -0.1 -0.1 0.1
H -2.05636 2.86025 3.29728 0.1 0.2 -0.1
H -3.12477 1.41145 1.84215 -0.1 0.1 -0.1
H -1.64991 1.74003 0.98702 0.1 0.2 0.0
H -0.79575 -0.45864 2.29568 0.0 -0.1 0.1
H -1.58392 -0.50372 0.75461 -0.1 -0.2 0.0
H 2.07210 0.95398 2.03873 0.0 -0.1 0.1
O 1.79928 7.13088 -0.03540 -0.2 -0.3 0.2
C 1.59248 7.27484 -1.20997 0.1 0.4 -0.2
O 1.97221 6.32750 -2.09910 -0.1 -0.2 0.0
C 1.66340 6.75996 -3.44889 -0.1 0.2 -0.3
C 0.57789 7.81002 -3.28553 -0.1 0.2 0.1
C 0.92623 8.42587 -1.92758 -0.1 -0.3 -0.3
H 2.56971 7.17263 -3.89400 0.0 0.0 0.1
H 1.33507 5.90443 -4.03232 0.1 -0.1 0.2
H 0.55317 8.51904 -4.10855 0.1 0.0 0.0
H -0.39896 7.32740 -3.22508 0.0 0.0 0.0
H 1.64524 9.24250 -2.00851 0.0 0.0 0.0
H 0.05106 8.76279 -1.37995 0.1 0.1 0.2
O 1.54551 8.35238 -6.58368 0.1 0.1 0.2
C 2.34118 7.63955 -7.12642 -0.3 -0.1 -0.1
O 3.33050 8.10495 -7.91099 0.1 0.0 0.0
C 4.05618 7.01049 -8.50709 0.1 -0.1 0.0
C 3.79702 5.81822 -7.59214 -0.1 0.0 0.0
C 2.38946 6.12519 -7.08326 0.5 -0.1 0.0
H 3.67218 6.85320 -9.51614 0.0 0.0 0.0
H 5.10605 7.28260 -8.56893 0.0 0.1 0.0
H 3.89332 4.85893 -8.09534 0.0 0.0 -0.1
H 4.50277 5.83360 -6.76011 0.0 0.0 0.0
H 1.61872 5.73066 -7.74661 -0.1 0.0 0.1
H 2.22548 5.76933 -6.07169 -0.2 0.0 0.0
O 2.69186 -6.00161 3.48988 0.1 0.1 -0.1
C 1.62333 -5.70173 3.05361 -0.1 -0.1 0.3
O 1.45787 -4.67538 2.17694 0.0 0.1 -0.1
C 0.06248 -4.46888 1.90800 -0.1 -0.1 -0.1
C -0.61015 -5.79694 2.23942 0.0 -0.1 0.1
C 0.27371 -6.32024 3.37101 -0.1 0.1 -0.4
H -0.29353 -3.65106 2.53682 0.0 0.0 0.0
H -0.05405 -4.18773 0.86467 0.1 0.0 0.0
H -1.65987 -5.69154 2.50364 0.0 0.1 0.0
H -0.54376 -6.46837 1.38219 0.0 0.0 0.0
H -0.05005 -5.95735 4.34752 0.0 -0.1 0.0
H 0.34775 -7.40326 3.38871 0.1 0.0 0.2
O 7.57845 -1.97151 0.84782 -0.1 0.1 0.0
C 8.45719 -1.23671 0.49787 0.1 -0.3 0.1
O 8.22647 -0.13325 -0.24986 0.0 0.1 0.0
C 9.47582 0.50000 -0.59829 0.1 0.1 0.0
C 10.46976 0.01665 0.44848 0.1 0.0 0.1
C 9.94059 -1.37976 0.76612 0.1 0.5 0.0
H 9.74886 0.18756 -1.60819 0.0 0.0 0.0
H 9.33585 1.57780 -0.58879 -0.1 0.0 0.0
H 11.50046 0.03437 0.10158 0.0 0.0 -0.1
H 10.40151 0.64244 1.33910 0.0 0.0 0.0
H 10.34222 -2.13961 0.09406 0.0 -0.1 0.0
H 10.11316 -1.67153 1.79779 0.0 -0.2 0.0
O -3.01846 -10.11390 -0.81077 0.0 -0.1 0.0
C -3.73602 -9.18929 -1.05432 0.2 0.1 -0.1
O -5.00990 -9.33792 -1.47940 0.1 0.1 0.0
C -5.58803 -8.05290 -1.78659 -0.1 0.1 -0.1
C -4.77175 -7.04554 -0.99529 0.3 -0.1 0.1
C -3.39487 -7.70983 -0.96870 -0.4 0.1 0.1
H -5.51227 -7.89224 -2.86550 0.1 0.0 0.0
H -6.63269 -8.05179 -1.50153 0.0 -0.2 0.0
H -4.77187 -6.04925 -1.42754 -0.1 0.0 -0.1
H -5.16882 -6.97507 0.01772 -0.1 0.0 0.0
H -2.79194 -7.44403 -1.83891 0.1 0.0 0.0
H -2.83639 -7.50442 -0.05904 0.2 -0.1 -0.1
O -7.78251 -6.29287 -0.59558 -0.1 -0.1 0.1
C -8.51032 -5.37409 -0.84576 0.3 0.1 -0.1
O -9.77971 -5.53555 -1.26167 0.0 0.0 0.0
C -10.36496 -4.25648 -1.58278 -0.1 0.2 0.0
C -9.54126 -3.23630 -0.81020 0.2 0.0 0.0
C -8.16325 -3.89985 -0.78855 -0.6 0.2 0.1
H -10.30006 -4.11173 -2.66313 0.0 0.0 0.0
H -11.41182 -4.26775 -1.29288 0.0 -0.1 0.0
H -9.56061 -2.24647 -1.25757 0.0 0.0 -0.1
H -9.92237 -3.15008 0.20770 0.0 0.0 0.0
H -7.57115 -3.65038 -1.67118 0.1 0.0 0.0
H -7.59849 -3.67538 0.11039 0.2 -0.1 -0.1
O -11.84281 -0.40555 -0.35904 0.0 -0.1 0.0
C -11.39248 0.34929 -1.16632 0.0 0.1 0.3
O -10.47464 -0.04148 -2.08859 0.1 0.0 -0.1
C -10.02989 1.08807 -2.86019 0.0 0.1 -0.1
C -11.14221 2.12191 -2.73003 -0.1 0.0 0.1
C -11.68241 1.82870 -1.33049 0.0 0.0 -0.5
H -9.08432 1.44014 -2.44156 0.0 0.0 0.0
H -9.86440 0.76787 -3.88581 0.0 -0.1 0.0
H -10.79437 3.14292 -2.87082 0.1 0.0 0.0
H -11.91724 1.92501 -3.47127 0.0 0.0 0.0
H -11.13993 2.37295 -0.55623 0.0 0.0 0.1
H -12.74689 2.01950 -1.23462 0.0 0.0 0.2
O 8.80211 3.20295 3.71474 0.1 0.0 -0.1
C 8.33699 2.25713 4.27580 -0.2 0.2 0.0
O 8.45979 0.99507 3.79503 0.0 -0.1 0.0
C 7.71090 0.07354 4.60851 0.0 -0.1 0.1
C 7.56185 0.76538 5.95812 0.0 0.1 0.0
C 7.51671 2.23817 5.55253 0.2 -0.4 0.1
H 6.74912 -0.10934 4.12359 0.0 0.0 0.0
H 8.25738 -0.86403 4.67014 0.0 0.0 -0.1
H 6.69206 0.42707 6.51710 0.0 0.0 -0.1
H 8.44638 0.57971 6.56783 0.0 0.0 0.0
H 6.50429 2.56870 5.31508 0.0 0.1 0.0
H 7.95340 2.90041 6.29390 -0.1 0.2 -0.1
```
Positions in Å, forces in eV/Å.

LUMO energy	-4.01	eV
highest occupied orbital energy	-10.85	eV
gap between HOMO and LUMO	6.837	eV
DFT total energy	-5206.47873	Eh
charge	+1